ORCA calculation (wB97M-V/def2-TZVPD) on a cluster of 3 separate species, C4H12O3 in total at a distorted geometry.

ORCA input file:
```
! wB97M-V def2-TZVPD RIJCOSX def2/J DEFGRID3
* xyz 0 1
C -0.57875 -1.57836 2.29029
C 0.23335 -1.34046 1.07351
C -0.10827 -0.94402 -0.13428
C 0.77303 -0.94479 -1.44173
O -1.46072 -0.56564 -0.55532
H -0.94991 -0.55517 2.55345
H -1.30751 -2.36264 2.05361
H -0.00334 -2.25795 2.96704
H 1.29486 -1.46898 1.26473
H 0.92531 0.22232 -1.54647
H 1.60974 -1.63262 -1.25397
H -0.02747 -1.28823 -2.13284
H -1.23799 0.16721 -1.17289
O 1.10039 2.77830 0.41496
H 0.31752 2.22635 0.48461
H 1.21867 3.31916 1.30039
O -0.60468 1.70302 -2.09572
H -0.13113 2.16360 -1.40830
H -1.06310 2.35890 -2.66106
*
```

The largest force on an atom is 3.7 eV Å⁻¹. Its SMILES is C/C=C(/C)O.O.O. The energy above the lowest of the compared OMol25 structures with the same formula, charge and spin comes out at 48.6 kcal/mol. Its frontier orbital gap is 8.86 eV.

Mulliken population analysis, charges in e, atoms 1 to 5:
1 C -0.942
2 C -0.315
3 C 0.434
4 C -0.986
5 O -0.542